21
Properties=species:S:1:pos:R:3 method="wB97M-V/def2-TZVPD" e_lumo_ev=-3.493 spin_multiplicity=1 total_charge=+1 de_lowest_ev=0.000 smiles="NC(=O)CCc1c[nH]c(O)[nH+]1" homo_energy_ev=-13.03 gap_ev=9.540
N 1.678 -1.150 1.438
C 2.408 -0.381 0.541
O 3.347 0.266 0.908
C 1.991 -0.321 -0.910
C 0.894 0.756 -1.072
C -0.453 0.307 -0.615
C -1.297 -0.650 -1.056
N -2.437 -0.605 -0.251
C -2.277 0.341 0.654
O -3.145 0.672 1.599
N -1.088 0.915 0.477
H 1.380 -0.651 2.262
H 0.942 -1.704 1.025
H 1.594 -1.259 -1.285
H 2.848 0.015 -1.473
H 1.146 1.649 -0.510
H 0.835 1.044 -2.116
H -1.150 -1.332 -1.866
H -3.254 -1.191 -0.333
H -3.297 1.627 1.564
H -0.665 1.652 1.017